ORCA calculation (ωB97M-V with the def2-TZVPD basis set) on a molecular structure, C52H56BF15GeIMgN8OS2Si.

Structure (XYZ):
```
139
Properties=species:S:1:pos:R:3:forces:R:3
I -3.624581 -5.464514 2.341162 -0.003 0.004 0.015
Ge 3.269735 -0.393062 -2.256757 0.117 -0.003 -0.122
S -3.873849 -0.401404 0.882699 -0.007 -0.073 -0.005
S 1.729821 -0.467545 -0.847284 0.060 -0.024 -0.099
Si -5.910583 -2.073623 -1.201088 -0.037 -0.017 -0.027
Mg -1.235795 0.085331 1.100970 -0.401 -0.417 -0.123
F 5.458608 -2.826568 -2.400398 -0.014 -0.018 0.004
F 5.566070 4.269614 -3.815294 0.003 0.006 -0.002
F 3.311475 5.042840 -5.113619 0.000 0.005 -0.007
F 1.264919 0.985938 -3.999676 0.013 0.012 -0.014
F 6.729020 0.682455 1.538962 0.003 -0.006 -0.006
F 5.325262 -2.023563 -6.852893 0.016 -0.006 -0.009
F 1.162473 3.379590 -5.210667 -0.020 0.003 0.009
F 3.259185 -3.687898 -7.443579 -0.001 -0.006 -0.014
F 5.691666 1.888414 -2.625591 -0.007 -0.016 0.053
F 5.337268 -0.668213 -4.535647 -0.041 0.036 -0.005
F 4.685124 1.232646 -0.111554 0.014 0.023 -0.009
F 7.507393 -3.343858 -0.767076 0.002 -0.008 -0.001
F 8.157940 -1.605551 1.214661 0.006 -0.007 0.024
F 1.201191 -3.967526 -5.695034 -0.011 -0.016 -0.003
F 1.187621 -2.622479 -3.399208 0.000 -0.001 -0.004
O -1.433768 -1.949713 1.869875 0.380 0.179 0.106
N -1.458103 1.261826 2.949856 0.365 0.194 -0.029
N 0.215020 2.445904 0.358545 0.047 -0.265 -0.044
N -0.681778 2.374502 2.743579 -0.077 0.056 0.053
N 1.320720 0.000316 2.133555 -0.078 0.026 0.300
N -1.440837 -3.771604 0.525589 -0.016 0.055 0.093
N -0.971960 1.957793 -0.125532 -0.017 0.317 0.222
N 1.596462 1.334129 2.228090 -0.007 0.035 -0.088
N -1.915401 -1.032862 -0.729689 -0.006 0.092 0.005
C -1.101962 2.462452 -1.361635 0.029 -0.088 -0.122
C 3.254775 -1.565355 -3.880446 -0.006 -0.006 0.024
C 3.828097 -2.471911 1.648739 0.028 -0.020 0.043
C 4.500510 3.460267 -3.837203 0.008 0.002 0.008
C -2.286572 1.565492 3.952325 -0.090 -0.016 0.005
C -0.434457 4.722682 3.598655 -0.011 0.010 0.006
C 3.426589 0.307294 2.859824 0.050 0.084 -0.060
C 6.805330 -2.214877 -0.613271 -0.003 0.005 0.005
C 1.477726 -2.949294 2.296835 -0.089 -0.041 -0.072
C 0.044414 3.192462 -1.695090 0.004 -0.033 0.024
C 2.862774 1.539554 2.649065 0.038 -0.038 0.177
C 2.698407 -2.111663 2.626078 -0.030 0.004 -0.029
C 7.137914 -1.334323 0.397230 -0.015 0.030 -0.036
C -2.117935 1.364108 -3.377647 -0.022 0.028 0.002
C -6.692928 -0.385472 -1.413201 0.019 0.003 -0.001
C -1.056848 3.365781 3.571657 0.057 -0.038 -0.006
C -6.555049 -3.159824 -2.600602 0.001 0.009 -0.003
C 0.856347 3.149426 -0.586332 0.007 0.035 -0.042
C -3.242087 -1.197677 -0.511810 0.049 -0.028 -0.034
C -3.266479 0.869737 6.115257 -0.002 -0.003 0.000
C -2.030810 -2.408967 -2.675755 -0.022 -0.031 0.012
C -3.399785 -2.574447 -2.465692 -0.030 0.013 0.018
C 2.216868 3.734359 -0.432282 0.046 -0.071 0.019
C 2.335986 1.786581 -3.905389 -0.028 0.002 0.019
C 4.532514 2.225363 -3.210647 0.021 -0.027 -0.035
C 3.141680 -2.440283 4.060172 -0.042 0.015 -0.017
C -2.488141 3.777442 -2.929828 0.005 -0.003 0.021
C -1.339624 -1.605872 -1.794351 0.091 0.026 -0.060
C 5.742626 -1.917357 -1.451148 0.013 0.026 0.003
C -4.703385 0.975855 4.080715 -0.004 -0.012 0.003
C -2.978427 -0.826178 4.331328 0.012 0.011 0.000
C -6.441417 -2.876280 0.404476 0.003 0.021 0.003
C 6.408482 -0.169327 0.557972 0.020 0.032 -0.021
C 4.308524 -2.155757 -5.994385 -0.003 0.005 0.014
C -4.042824 -1.965737 -1.399997 -0.005 0.005 -0.001
C -3.297564 0.639628 4.596598 0.016 -0.003 0.002
C 4.283400 -1.461403 -4.799855 0.041 -0.037 0.004
C 3.452670 1.362960 -3.203868 -0.067 0.000 0.026
C -2.075051 2.888629 4.362668 -0.035 -0.003 -0.013
C 3.356758 3.855578 -4.504739 -0.010 -0.009 0.009
C 3.525539 2.860117 2.874577 -0.034 -0.002 -0.006
C 3.259628 -3.005135 -6.297031 -0.010 0.004 0.016
C -2.322333 2.398459 -2.265243 -0.011 -0.001 0.009
C -2.221483 -3.935695 2.835667 -0.015 -0.008 0.001
C 4.993592 -0.764332 -1.328586 -0.002 0.054 0.026
C -1.689985 -3.129034 1.670683 -0.009 -0.133 -0.102
C 2.265357 3.008014 -4.550261 0.011 0.006 0.013
C 2.215950 -3.145952 -5.403066 0.015 0.001 -0.005
C 5.358347 0.091072 -0.300980 0.028 -0.004 -0.020
C -3.603784 2.099796 -1.492930 0.016 -0.023 -0.010
C 2.231336 -2.432296 -4.215094 -0.015 0.041 -0.008
C 2.435124 -0.623908 2.526503 -0.090 -0.061 -0.011
B 0.589420 2.426932 1.862032 0.037 -0.003 -0.073
H -4.951945 2.017038 4.297829 0.001 -0.004 -0.002
H -2.995303 1.343672 -4.031062 0.000 0.008 -0.002
H -6.187837 -4.186863 -2.531724 0.007 0.009 0.002
H -0.439219 5.184108 2.611078 0.003 -0.006 0.008
H -4.470553 2.361866 -2.105657 -0.001 -0.017 -0.010
H -0.998795 5.356976 4.281335 -0.002 0.002 0.003
H 1.266589 -2.888766 1.230918 -0.157 0.059 -0.098
H -6.082123 -3.906116 0.461266 0.009 -0.007 0.005
H -1.388872 -4.437318 3.324098 0.012 0.026 0.016
H -6.314025 0.318601 -0.672430 0.001 -0.003 0.004
H 4.431050 0.117066 3.201134 -0.004 -0.011 0.012
H -7.779325 -0.454602 -1.309263 0.006 0.001 -0.001
H 2.969247 2.941312 -0.448728 -0.030 0.012 0.042
H -3.597818 1.874435 6.381520 0.012 -0.002 -0.001
H 0.247712 3.717797 -2.611544 0.003 0.015 -0.026
H 3.551972 -2.186995 0.631572 -0.060 -0.043 0.050
H -1.975593 0.367545 -2.967950 -0.022 0.030 -0.027
H -2.567244 4.567909 -2.180780 -0.012 -0.002 -0.001
H -2.708267 -3.260694 3.528508 -0.013 -0.015 -0.010
H 1.671572 -3.996260 2.549602 0.002 -0.004 -0.031
H -5.443904 0.336222 4.569070 0.004 0.001 0.000
H -2.585879 3.430591 5.139773 -0.008 -0.009 -0.003
H -1.962111 -1.069230 4.651499 -0.002 0.005 -0.003
H -3.401291 3.777178 -3.529244 0.004 -0.003 -0.008
H 4.751545 -1.947275 1.905261 -0.032 -0.044 0.043
H -3.686416 1.050032 -1.236923 0.018 0.032 0.033
H 2.352806 -2.188463 4.772765 0.002 -0.004 0.003
H -1.792550 -4.700382 0.371684 0.006 -0.006 0.018
H 3.962572 3.246775 1.953576 -0.022 0.036 -0.060
H 3.356983 -3.508976 4.144864 0.006 0.006 0.001
H -6.050150 -2.327823 1.260926 -0.004 -0.009 0.001
H -2.260154 0.724969 6.512556 -0.002 -0.010 0.001
H -6.281781 -2.765784 -3.582449 -0.011 -0.002 0.003
H 0.600613 4.683717 3.940107 -0.010 0.008 0.004
H -6.472135 0.011720 -2.407343 -0.001 0.004 0.009
H 2.843657 3.610343 3.268698 0.006 -0.001 0.014
H -1.102045 -3.244485 -0.265316 0.015 -0.005 -0.014
H 4.337506 2.722027 3.588309 0.008 0.002 -0.013
H -7.533381 -2.894278 0.467002 0.006 -0.008 -0.002
H 2.413231 4.409858 -1.265365 0.015 -0.004 -0.004
H 4.026736 -3.547640 1.681373 -0.008 0.001 0.000
H -1.656677 4.015520 -3.594022 0.008 0.000 0.011
H -1.241926 1.611023 -3.980683 -0.004 -0.007 0.006
H 0.607568 -2.601305 2.851778 0.049 -0.004 0.031
H -3.065860 -1.055727 3.273398 -0.015 -0.008 0.016
H -7.646768 -3.195846 -2.554337 0.005 -0.011 0.002
H -3.652410 2.664501 -0.560679 -0.008 0.025 -0.007
H 1.113595 3.470586 2.099908 0.015 0.024 -0.054
H -1.519679 -2.858490 -3.516017 0.002 0.000 0.008
H -0.280809 -1.397975 -1.915182 -0.028 -0.004 0.016
H -3.682733 -1.453189 4.887573 -0.005 0.000 -0.001
H -3.936551 0.158275 6.603637 -0.007 0.008 -0.001
H 4.039042 -1.889704 4.342486 0.013 0.017 -0.002
H 2.328518 4.285952 0.500334 -0.021 0.019 0.017
H -3.971010 -3.180280 -3.161375 0.004 0.005 0.001
H -4.777459 0.823829 3.004974 -0.003 0.013 0.003
```
Forces are in eV/Å.

- Kohn-Sham gap (eV) = 6.98
- charge = -1
- energy relative to the best compared isomer or geometry (same formula, charge and spin) (eV) = 0.0656

---

ORCA calculation (ωB97M-V with the def2-TZVPD basis set) on 11 unconnected molecules or ions with the total composition C52H57F5N4O2 at a distorted geometry.

Structure (XYZ):
```
120
Properties=species:S:1:pos:R:3:forces:R:3
F 3.674872 -4.784966 -0.733527 -0.039 -0.749 -1.260
F -0.984126 4.148665 1.145281 -0.412 0.162 -0.072
F -2.660013 -2.579685 5.589048 -0.797 -0.266 0.381
F -3.124933 -6.339724 0.809537 -0.068 -0.442 0.701
F 5.789483 -1.034228 -1.327282 0.116 0.213 -0.303
O 3.876590 0.407964 3.741601 1.640 1.451 -1.369
O 0.784827 -0.919207 -0.550699 0.021 -0.221 0.532
N -4.596686 1.635790 1.732112 0.425 0.238 0.601
N 0.819732 2.754057 -4.835768 -0.857 0.847 0.243
N -5.028210 -1.278903 -1.598807 -0.755 -1.098 -0.821
N -0.356327 -1.936876 -3.844879 -0.785 1.581 3.697
C -5.687310 2.420752 3.531935 -0.187 -0.479 0.911
C -3.778679 -0.890924 -1.292435 0.433 0.778 0.345
C 3.719579 1.895674 -1.161713 0.879 1.807 -1.469
C -5.578591 -0.369898 -2.468840 -1.291 0.466 0.693
C -0.267083 -4.214929 -1.163177 1.078 -0.602 -1.433
C -1.013085 -5.218048 0.860069 -0.306 -0.856 0.864
C 3.846979 -4.182670 0.417135 0.810 -0.305 2.082
C 4.232055 -2.865460 2.884117 -1.065 0.658 -1.316
C -0.027906 -4.541697 0.139557 -0.746 -0.158 1.913
C 6.087076 0.609057 2.810339 -1.325 -0.539 -1.138
C -3.270034 4.596121 0.694919 1.862 0.515 0.299
C 0.313778 1.336678 -3.257925 -0.092 0.528 0.790
C -2.377858 6.381657 -1.265746 0.448 0.476 -0.239
C -1.196955 -1.568755 -4.789609 -1.379 0.549 -3.145
C -6.277273 2.913266 2.332067 -0.227 1.027 0.145
C -0.448791 -1.518894 1.427161 -1.486 -0.015 -1.350
C -1.422635 5.704961 -0.522278 0.394 -0.070 0.230
C -3.576407 0.360212 -1.833336 -2.049 -0.929 -0.538
C -0.571738 2.483067 -3.116198 1.331 -0.752 -1.100
C -5.538417 2.517495 1.252054 -0.552 -1.177 0.140
C 4.497430 2.864153 -1.901709 -0.039 -1.421 0.922
C 0.572472 -1.322329 4.832949 1.220 1.661 0.056
C 0.216824 -0.540350 0.462430 -0.488 -0.941 -0.449
C -4.136447 5.364842 -0.018743 -1.272 -0.201 -0.185
C 0.341370 -2.920188 -5.646502 0.478 -0.092 1.244
C 4.216817 2.408592 2.444484 0.016 0.401 1.772
C -2.252839 -5.549117 -1.161278 -0.060 -0.397 -0.557
C -0.759826 -2.198483 -5.996452 -2.596 2.296 1.190
C -2.097402 -5.753989 0.189186 0.197 1.050 -0.088
C -0.423012 -2.147966 5.290135 -0.626 -0.148 0.075
C -1.733192 -1.698418 5.223129 -0.107 0.625 -0.810
C -4.670264 1.607594 3.132130 0.342 -0.070 -1.571
C -3.712571 6.253312 -1.002251 -0.933 -0.474 -0.260
C -1.056470 0.382529 4.362507 0.906 0.467 -0.258
C -1.924495 4.858926 0.433817 0.742 -1.246 0.750
C 4.079474 0.566050 -1.036479 0.327 0.777 -0.022
C 1.150855 1.570628 -4.319698 -0.555 -1.461 1.254
C 5.344648 0.219948 -1.554064 -1.593 0.082 0.978
C 6.118165 1.129943 -2.221755 0.953 -0.770 -1.057
C 4.699752 -4.736820 1.397969 -0.585 -0.462 -1.815
C 4.883102 -4.059175 2.555716 0.447 0.479 3.057
C 5.694008 2.437989 -2.475787 -0.777 0.017 1.003
C -2.133304 -0.453416 4.694901 1.899 -1.018 1.142
C -0.232425 3.304623 -4.176047 -0.812 1.226 1.299
C 4.677856 1.090911 3.073421 -1.482 -0.905 0.790
C -4.756172 0.720942 -2.580304 0.730 -1.249 0.509
C -1.329439 -4.822289 -1.859270 0.565 1.666 -0.372
C 3.134524 -3.046767 0.688486 1.615 -0.248 1.159
C 0.320361 0.033495 4.459901 -1.664 -2.187 -0.187
C 3.331909 -2.389650 1.886405 1.384 -1.103 1.493
C -0.008715 0.908642 0.673250 0.270 -0.444 0.212
C 0.573687 -2.722659 -4.301525 3.415 -3.379 -0.746
H 0.493025 -3.646576 -1.695549 -0.303 0.000 0.014
H -2.133312 7.041300 -2.069984 0.558 0.282 -0.331
H -0.402429 -1.610444 -2.881951 -0.001 -0.119 -0.386
H 2.750140 -1.536541 2.056096 -0.571 1.378 0.364
H -0.558780 4.349149 -4.390381 0.222 -1.232 0.011
H 1.142594 0.658309 4.112574 -0.354 -0.011 0.189
H 6.661204 1.084510 3.556396 1.122 0.329 0.915
H -1.261101 1.345253 3.923736 -0.264 0.374 0.128
H 5.198017 -5.695307 1.267243 -0.160 0.227 -0.294
H -3.197156 -1.562927 -0.701208 0.590 0.043 0.235
H 0.202337 1.220197 1.683001 -0.220 0.208 0.355
H 0.850838 -3.646182 -6.161058 1.212 -1.264 -1.515
H 3.157333 2.455023 2.637057 -0.383 0.363 0.357
H 4.286964 2.334180 1.405885 0.510 -0.200 -1.851
H 6.108552 -0.488082 2.869158 0.164 0.426 0.206
H 1.347386 -3.326295 -3.736327 -1.246 1.335 -0.327
H 4.713727 3.382921 2.735755 -0.292 -1.363 0.014
H -5.168184 5.147556 0.213587 -0.370 0.471 -0.344
H 4.383079 -2.289542 3.828224 -0.137 -0.747 -0.937
H 1.902645 0.886743 -4.651750 0.327 0.175 -0.518
H 1.022985 3.111397 -5.709128 1.054 0.487 -1.899
H 7.036620 0.692894 -2.636788 -0.194 0.592 0.157
H 2.601327 -2.559574 -0.040627 -1.600 0.715 -1.714
H -1.023690 1.085246 0.378194 -0.916 0.284 0.266
H -5.389739 -2.214751 -1.366333 0.180 1.073 -0.389
H -3.089236 -5.960864 -1.682442 -0.513 -0.281 -0.066
H -0.319882 5.781712 -0.615029 -0.997 0.058 -0.182
H -7.146375 3.535939 2.251771 -0.165 0.221 0.099
H 2.817090 2.315243 -0.760095 -0.496 -0.389 0.306
H 0.577433 1.423123 -0.037271 0.834 0.807 -0.669
H 6.436350 0.930101 1.819976 -0.064 0.000 0.281
H 4.201577 3.918204 -1.917416 -0.053 -0.535 -0.187
H -0.951483 -1.031263 2.251076 -0.064 0.260 0.054
H 0.800354 -4.258476 0.795958 0.052 0.388 -0.967
H -1.283214 -2.009028 -6.924907 0.322 -0.390 -0.044
H 3.376509 -0.078422 -0.514293 0.499 -0.335 -0.157
H 5.472330 -4.521877 3.375589 -0.112 0.274 -0.849
H -4.012741 0.962800 3.670693 0.134 0.108 0.094
H -4.940681 1.622016 -3.144978 0.044 -0.094 0.086
H -0.918193 -5.319943 1.955530 -0.091 -0.150 -0.722
H -5.744169 2.652635 0.186924 0.337 -0.086 0.528
H 6.297858 3.149230 -3.011475 0.271 -0.085 -0.200
H -3.844393 1.233074 1.178767 -0.464 0.067 0.236
H -6.622107 -0.444857 -2.720755 -0.010 -0.197 -0.322
H -5.954621 2.537483 4.615039 0.009 0.073 -1.504
H -2.762758 0.971520 -1.782085 2.267 1.216 0.296
H -1.483673 -4.574524 -2.927013 0.168 -0.340 0.715
H 0.255768 -2.196756 1.842718 0.692 -0.706 0.184
H -4.418633 6.744094 -1.674222 0.061 -0.010 0.482
H 0.471220 0.492494 -2.591718 -0.351 0.254 -0.062
H -1.283812 2.686784 -2.343450 -0.225 0.039 0.123
H -3.580958 3.898242 1.464201 0.135 0.158 -0.150
H -0.246338 -3.141285 5.717109 0.031 0.384 -0.392
H -3.175042 -0.161125 4.720691 0.272 -0.145 -0.149
H 1.600653 -1.692550 4.811805 -0.244 0.174 0.092
H -2.005547 -0.840152 -4.638220 0.587 -0.518 0.075
H -1.236322 -2.124140 0.848035 1.271 0.790 0.726
```
Forces are in eV/Å.

- SMILES = c1cc[nH]c1.c1cc[nH]c1.c1cc[nH]c1.c1cc[nH]c1.Fc1ccccc1.Fc1ccccc1.Fc1ccccc1.Fc1ccccc1.Fc1ccccc1.CC(C)=O.CC(C)=O
- Kohn-Sham gap (eV) = 8.19

---

Which formula does entry 2 have? C52H57F5N4O2

---

The highest Kohn-Sham gap belongs to which entry? C52H57F5N4O2